Entry 1:
Here is C26H42BBr2F3N6O3RbS as an isolated structure from the OMol25 dataset. Energies are from the ωB97M-V functional and the def2-TZVPD basis.

The geometry in XYZ format:
```
85
Properties=species:S:1:pos:R:3
Rb -1.28 0.23 0.28
C 3.26 -2.25 -3.37
C 2.01 -2.42 -2.58
C 1.25 -3.56 -2.41
C 0.20 -3.17 -1.56
N 0.32 -1.89 -1.24
N 1.42 -1.44 -1.87
B 1.97 -0.01 -1.62
N 0.84 1.03 -1.79
N 0.87 2.17 -1.05
C -0.06 2.97 -1.54
C -0.73 2.34 -2.61
C -0.11 1.11 -2.75
C -0.37 0.05 -3.77
C -0.33 4.32 -0.92
C 0.89 4.78 -0.11
C -0.62 5.34 -2.02
C -1.55 4.21 0.00
N 2.54 0.10 -0.20
N 1.76 -0.10 0.89
C 2.54 0.07 1.95
C 3.85 0.40 1.55
C 3.81 0.40 0.17
C 4.90 0.72 -0.79
C 2.01 -0.11 3.35
C 0.49 -0.23 3.33
C 2.61 -1.40 3.94
C 2.42 1.08 4.22
C -0.93 -4.01 -0.99
C -0.63 -5.49 -1.19
C -2.24 -3.65 -1.71
C -1.07 -3.71 0.50
H 3.49 -3.18 -3.90
H 4.11 -2.01 -2.73
H 3.17 -1.45 -4.11
H 1.44 -4.53 -2.84
H 2.85 0.20 -2.41
H -1.54 2.72 -3.21
H -1.11 0.41 -4.48
H -0.73 -0.87 -3.32
H 0.55 -0.19 -4.32
H 1.77 4.87 -0.75
H 1.12 4.06 0.67
H 0.68 5.75 0.35
H 0.23 5.43 -2.71
H -0.81 6.32 -1.59
H -1.49 5.06 -2.61
H -1.35 3.49 0.80
H -2.42 3.86 -0.55
H -1.79 5.17 0.45
H 4.71 0.60 2.17
H 5.81 0.96 -0.24
H 4.64 1.57 -1.42
H 5.12 -0.13 -1.45
H 0.18 -1.08 2.72
H 0.04 0.68 2.93
H 0.11 -0.37 4.35
H 2.33 -2.26 3.34
H 2.25 -1.55 4.96
H 3.70 -1.34 3.97
H 2.00 2.01 3.81
H 3.50 1.19 4.26
H 2.05 0.96 5.24
H -0.55 -5.74 -2.25
H -1.44 -6.09 -0.77
H 0.30 -5.78 -0.70
H -2.16 -3.86 -2.78
H -2.47 -2.60 -1.58
H -3.07 -4.24 -1.30
H -0.10 -3.80 1.01
H -1.78 -4.39 0.97
H -1.43 -2.69 0.65
Br -2.61 -1.97 3.53
C -4.48 -2.24 3.15
Br -4.77 -3.31 1.57
H -4.93 -1.27 2.97
H -4.92 -2.77 3.99
F -6.53 2.72 0.43
C -5.42 2.83 1.17
F -5.77 3.33 2.37
F -4.63 3.74 0.58
S -4.59 1.20 1.35
O -4.33 0.79 -0.02
O -5.58 0.44 2.06
O -3.38 1.51 2.11
```

Calculated values
Net charge: -1
Energy above the lowest of the compared OMol25 structures with the same formula, charge and spin, kcal per mole: 0.0
DFT total energy, a.u.: -7465.244942
Highest occupied orbital energy, eV: -6.135
Frontier orbital gap, eV: 8.3540

Entry 2:
Here is C15H34MoN2O6 as an isolated structure in a non-equilibrium geometry from the OMol25 dataset. Energies are from the ωB97M-V functional and the def2-TZVPD basis.

The geometry in XYZ format:
```
58
Properties=species:S:1:pos:R:3
Mo -0.12 0.41 0.26
C -2.99 -0.69 1.52
C -3.53 -0.71 0.10
O -2.67 0.15 -0.66
C -2.79 0.06 -2.09
C -1.46 -0.46 -2.64
O -0.37 0.26 -2.04
C 0.05 1.44 -2.75
C 1.38 1.85 -2.15
O 1.18 1.97 -0.72
C 2.39 2.30 -0.02
C 3.20 1.02 0.21
O 2.26 -0.01 0.55
C 2.69 -1.30 0.11
C 1.67 -2.28 0.62
O 0.43 -1.88 0.01
C -0.63 -2.82 0.24
C -1.32 -2.45 1.55
O -1.60 -1.03 1.51
H -3.56 -1.37 2.16
H -3.06 0.32 1.95
H -4.56 -0.33 0.07
H -3.53 -1.72 -0.31
H -3.03 1.06 -2.47
H -3.60 -0.61 -2.38
H -1.43 -0.38 -3.73
H -1.32 -1.51 -2.37
H -0.70 2.24 -2.65
H 0.19 1.21 -3.82
H 1.70 2.82 -2.56
H 2.13 1.09 -2.37
H 2.09 2.74 0.94
H 2.98 3.03 -0.57
H 3.92 1.16 1.02
H 3.75 0.73 -0.70
H 3.69 -1.53 0.50
H 2.72 -1.33 -0.99
H 1.61 -2.23 1.72
H 1.93 -3.30 0.31
H -0.23 -3.84 0.27
H -1.32 -2.74 -0.60
H -0.66 -2.63 2.41
H -2.22 -3.05 1.69
N 0.25 0.82 2.48
C 0.29 2.19 3.09
C -0.91 3.05 2.72
C -0.95 3.45 1.26
N -1.36 2.32 0.39
H -0.49 0.33 3.01
H 1.13 0.39 2.79
H 1.21 2.70 2.79
H 0.33 2.09 4.18
H -0.85 3.96 3.32
H -1.84 2.56 3.02
H 0.02 3.83 0.92
H -1.68 4.27 1.15
H -1.50 2.73 -0.54
H -2.31 2.06 0.69
```

Calculated values
Net charge: +4
<S²>: 2.025
DFT total energy, a.u.: -1219.440353
Multiplicity: 3
Highest occupied orbital energy (spin up / spin down), eV: -23.588 / -23.672
Frontier orbital gap (spin up / spin down), eV: 7.0900 / 7.8266

Entry 3:
Here is a 2-piece molecular cluster, C5H13N3 overall in a non-equilibrium geometry from the OMol25 dataset. Energies are from the ωB97M-V functional and the def2-TZVPD basis.

The geometry in XYZ format:
```
21
Properties=species:S:1:pos:R:3
C -0.65 0.50 0.47
C 0.51 -1.69 0.10
C -1.96 0.05 1.12
C 0.37 0.90 1.54
N -0.09 -0.48 -0.45
C 0.70 0.37 -2.64
N 1.85 0.70 -2.06
N -0.19 0.05 -3.30
H -0.87 1.38 -0.15
H 2.26 1.58 -2.36
H 1.82 0.53 -1.06
H -0.79 -0.72 -1.17
H 1.41 -1.43 0.65
H -0.16 -2.25 0.77
H 0.78 -2.33 -0.73
H 0.00 1.76 2.09
H -2.69 -0.21 0.36
H -1.80 -0.82 1.76
H -2.37 0.84 1.74
H 0.54 0.09 2.24
H 1.32 1.17 1.09
```

Calculated values
Structure (SMILES): CNC(C)C.N#CN
Energy above the lowest of the compared OMol25 structures with the same formula, charge and spin, kcal per mole: 22.5
DFT total energy, a.u.: -362.546486
Highest occupied orbital energy, eV: -8.862
Frontier orbital gap, eV: 9.6501